(1)
ORCA calculation (ωB97M-V/def2-TZVPD) on C15H37BaN2O5 as an isolated structure in a non-equilibrium geometry.

* total charge: +1
* gap between HOMO and LUMO: 6.72 eV
* HOMO: -9.5 eV
* E_LUMO: -2.77 eV

Each line ends with the Löwdin charge.
Positions of all 60 atoms, in Å:
Ba1 0.64 -0.24 -0.40  1.93
C1 -2.31 3.46 0.13  -0.06
C2 -1.24 2.76 -0.76  -0.69
C3 -1.08 3.36 -2.14  -0.08
O1 -0.02 2.59 -0.09  -0.43
H1 -2.66 2.77 0.90  0.05
H2 -3.11 3.78 -0.54  0.07
H3 -1.92 4.34 0.63  0.08
H4 -1.73 1.78 -0.92  0.07
H5 -1.99 3.32 -2.74  0.07
H6 -0.24 2.99 -2.73  0.05
H7 -0.83 4.43 -2.05  0.08
C4 0.44 0.40 -4.24  -0.08
O2 1.20 0.65 -3.06  -0.35
C5 2.53 1.02 -3.39  -0.21
C6 3.31 1.47 -2.15  -0.20
N1 3.43 0.50 -1.07  -0.16
C7 4.12 -0.73 -1.48  -0.18
C8 4.16 -1.68 -0.26  -0.21
O3 2.88 -1.97 0.24  -0.33
C9 2.87 -2.96 1.25  -0.09
H8 0.87 -0.44 -4.78  0.10
H9 0.48 1.26 -4.90  0.10
H10 -0.61 0.22 -4.02  0.08
H11 2.61 1.80 -4.16  0.14
H12 2.99 0.12 -3.83  0.12
H13 2.70 2.32 -1.80  0.13
H14 4.28 1.92 -2.39  0.13
H15 3.91 0.99 -0.33  0.13
H16 5.13 -0.49 -1.80  0.14
H17 3.48 -1.15 -2.26  0.11
H18 4.84 -1.31 0.51  0.14
H19 4.62 -2.52 -0.79  0.14
H20 3.64 -2.82 2.02  0.10
H21 2.99 -3.99 0.91  0.10
H22 1.89 -2.88 1.72  0.08
C10 -3.08 -0.76 -2.03  -0.08
O4 -2.25 -0.52 -0.90  -0.34
C11 -2.89 -0.78 0.35  -0.17
C12 -2.08 -0.12 1.48  -0.20
N2 -1.01 -1.05 1.93  -0.17
C13 -0.39 -0.85 3.24  -0.19
C14 -1.42 -0.89 4.37  -0.23
O5 -2.15 -2.09 4.26  -0.20
C15 -2.86 -2.45 5.43  -0.09
H23 -2.43 -0.60 -2.89  0.07
H24 -3.84 0.02 -2.09  0.10
H25 -3.57 -1.72 -2.20  0.10
H26 -2.87 -1.88 0.47  0.13
H27 -3.95 -0.56 0.36  0.14
H28 -2.67 0.24 2.32  0.12
H29 -1.53 0.76 1.11  0.06
H30 -1.48 -1.94 1.92  0.10
H31 0.03 0.16 3.38  0.13
H32 0.38 -1.58 3.49  0.11
H33 -2.10 -0.04 4.27  0.12
H34 -0.90 -0.82 5.34  0.13
H35 -3.70 -1.76 5.56  0.09
H36 -2.25 -2.45 6.33  0.09
H37 -3.28 -3.44 5.26  0.09

(2)
ORCA calculation (ωB97M-V/def2-TZVPD) on C15H37ClNNaO8 as an isolated structure in a non-equilibrium geometry.

* gap between HOMO and LUMO: 4.63 eV
* HOMO: -7.7 eV
* E_LUMO: -3.09 eV

Each line ends with the Löwdin charge.
Positions of all 63 atoms, in Å:
Na1 4.74 1.26 -2.35  0.97
Cl1 0.51 -1.96 -1.61  0.61
O1 0.49 -2.35 -0.19  -0.41
O2 0.61 -0.56 -1.75  -0.40
O3 1.67 -2.60 -2.25  -0.41
O4 -0.77 -2.39 -2.14  -0.37
C1 -5.61 3.97 1.33  -0.03
C2 -4.26 3.87 0.55  -0.47
C3 -4.02 5.23 -0.08  -0.13
C4 -3.40 6.29 0.97  -0.17
C5 -2.17 5.69 1.61  -0.18
C6 -2.40 4.29 2.30  -0.41
N1 -3.15 3.34 1.38  -0.12
O5 -3.25 1.98 1.71  0.00
C7 -0.92 3.81 2.72  -0.03
C8 -3.20 4.72 3.55  -0.06
C9 -4.40 2.91 -0.73  -0.02
H1 -5.86 3.06 1.88  0.08
H2 -6.36 4.24 0.58  0.08
H3 -5.63 4.85 1.98  0.06
H4 -3.36 5.00 -0.92  0.11
H5 -4.83 5.72 -0.62  0.11
H6 -4.10 6.72 1.69  0.10
H7 -3.21 7.14 0.32  0.10
H8 -1.86 6.46 2.31  0.11
H9 -1.32 5.54 0.95  0.11
H10 -0.92 2.97 3.41  0.07
H11 -0.32 3.45 1.88  0.07
H12 -0.38 4.62 3.22  0.07
H13 -3.61 3.88 4.11  0.08
H14 -2.59 5.30 4.24  0.08
H15 -4.02 5.43 3.42  0.06
H16 -4.73 3.26 -1.71  0.08
H17 -5.20 2.25 -0.38  0.07
H18 -3.54 2.25 -0.78  0.07
H19 -2.50 1.56 1.29  0.10
C10 5.55 0.87 -8.55  -0.08
C11 5.21 -0.53 -7.95  -0.29
O6 4.59 -0.39 -6.63  -0.10
H20 6.25 1.35 -7.87  0.06
H21 4.61 1.42 -8.61  0.07
H22 6.16 1.01 -9.44  0.07
H23 6.14 -1.08 -8.07  0.10
H24 4.47 -1.20 -8.39  0.11
H25 4.34 -1.29 -6.40  0.07
C12 5.99 -5.65 4.24  -0.10
C13 4.64 -5.30 3.69  -0.32
O7 4.82 -4.36 2.63  -0.09
H26 6.02 -6.36 5.07  0.07
H27 6.64 -4.80 4.44  0.08
H28 6.55 -6.21 3.49  0.07
H29 4.05 -4.79 4.45  0.10
H30 3.98 -6.08 3.31  0.11
H31 3.97 -4.20 2.21  0.08
C14 0.44 -9.02 0.66  -0.11
C15 -0.55 -7.91 0.49  -0.31
O8 -0.43 -7.13 1.68  -0.10
H32 0.59 -9.21 1.72  0.07
H33 1.44 -8.77 0.31  0.07
H34 0.12 -9.88 0.08  0.07
H35 -1.61 -8.12 0.36  0.11
H36 -0.12 -7.28 -0.28  0.11
H37 0.02 -6.31 1.46  0.08

(3)
ORCA calculation (ωB97M-V/def2-TZVPD) on C15H37HfN6O3S as an isolated structure in a non-equilibrium geometry.

* total charge: +3
* gap between HOMO and LUMO: 8.04 eV
* HOMO: -18.1 eV
* E_LUMO: -10.06 eV

Each line ends with the Löwdin charge.
Positions of all 63 atoms, in Å:
Hf1 0.82 -0.16 -0.07  1.66
C1 0.63 0.97 2.62  -0.03
N1 0.88 -0.40 2.06  -0.39
C2 -0.11 -1.35 2.65  -0.04
C3 2.27 -0.83 2.40  -0.13
C4 3.28 -0.20 1.45  -0.15
N2 3.00 -0.56 0.02  -0.37
C5 3.41 -1.97 -0.22  -0.06
C6 3.91 0.29 -0.83  -0.03
H1 0.91 1.01 3.67  0.13
H2 -0.43 1.21 2.55  0.08
H3 1.19 1.73 2.08  0.10
H4 -0.02 -1.38 3.74  0.13
H5 0.06 -2.35 2.27  0.08
H6 -1.12 -1.05 2.40  0.10
H7 2.32 -1.92 2.35  0.13
H8 2.52 -0.55 3.42  0.16
H9 4.28 -0.53 1.73  0.16
H10 3.27 0.89 1.54  0.14
H11 4.47 -2.11 0.01  0.13
H12 3.27 -2.23 -1.27  0.10
H13 2.84 -2.66 0.39  0.05
H14 4.95 0.11 -0.53  0.13
H15 3.70 1.34 -0.70  0.10
H16 3.82 0.02 -1.88  0.10
N3 0.90 -0.23 -2.37  -0.02
N4 1.39 1.08 -2.62  0.04
C7 1.47 2.09 -1.64  -0.66
O1 1.73 3.20 -1.94  0.20
O2 1.27 1.63 -0.38  -0.17
H17 1.52 -0.91 -2.81  0.12
H18 -0.01 -0.36 -2.81  0.13
H19 1.48 1.40 -3.58  0.18
C8 0.74 -4.51 -0.04  -0.29
S1 0.27 -2.86 -0.66  0.74
C9 -1.35 -3.23 -1.38  -0.30
H20 0.87 -5.16 -0.90  0.07
H21 -0.06 -4.88 0.61  0.07
H22 1.67 -4.44 0.52  0.04
H23 -1.94 -3.80 -0.66  0.07
H24 -1.21 -3.81 -2.29  0.07
H25 -1.85 -2.29 -1.60  0.03
C10 -2.14 2.93 1.26  -0.02
N5 -1.55 2.04 0.24  -0.08
C11 -1.71 2.66 -1.17  -0.08
C12 -3.11 2.51 -1.77  -0.11
C13 -3.58 1.05 -1.71  -0.08
N6 -3.39 0.58 -0.30  -0.06
C14 -4.42 1.08 0.64  0.00
C15 -2.08 0.79 -0.05  -0.41
O3 -1.23 -0.13 -0.35  -0.13
H26 -1.36 3.63 1.57  0.11
H27 -2.45 2.36 2.13  0.09
H28 -2.98 3.51 0.90  0.10
H29 -0.99 2.17 -1.83  0.10
H30 -1.42 3.70 -1.07  0.15
H31 -3.07 2.85 -2.81  0.14
H32 -3.82 3.15 -1.26  0.12
H33 -3.01 0.40 -2.39  0.13
H34 -4.64 0.94 -1.95  0.15
H35 -5.34 0.58 0.38  0.12
H36 -4.59 2.16 0.60  0.09
H37 -4.15 0.79 1.65  0.10

(4)
ORCA calculation (ωB97M-V/def2-TZVPD) on a 5-piece molecular cluster, C15H37IN4O5Si overall.

* gap between HOMO and LUMO: 9.49 eV
* HOMO: -8.8 eV
* E_LUMO: 0.68 eV

Each line ends with the Löwdin charge.
Positions of all 63 atoms, in Å:
C1 1.12 2.93 1.11  -0.17
C2 0.36 3.63 -0.03  -0.80
I1 -0.02 5.73 0.44  0.81
C3 -0.92 2.94 -0.48  -0.38
Si1 -2.24 2.66 0.84  0.54
O1 -3.24 3.99 1.06  -0.27
H1 2.11 2.67 0.75  0.05
H2 1.28 3.64 1.91  0.04
H3 0.65 2.02 1.44  0.06
H4 1.03 3.68 -0.88  0.06
H5 -1.38 3.57 -1.25  0.06
H6 -0.68 2.00 -0.98  0.08
H7 -1.61 2.22 2.10  -0.02
H8 -3.11 1.56 0.38  -0.03
H9 -2.72 4.75 1.37  -0.01
C4 -6.70 -2.54 0.02  -0.10
N1 -5.51 -2.02 0.65  0.02
C5 -4.44 -1.41 0.09  -0.56
C6 -4.46 -1.22 -1.41  -0.02
O2 -3.51 -1.02 0.77  0.00
H10 -7.58 -2.04 0.42  0.08
H11 -6.79 -3.60 0.23  0.07
H12 -6.67 -2.39 -1.06  0.07
H13 -5.45 -2.11 1.65  0.12
H14 -3.54 -0.72 -1.71  0.08
H15 -4.51 -2.19 -1.92  0.08
H16 -5.31 -0.61 -1.72  0.08
C7 -8.16 -2.57 5.93  -0.07
N2 -7.99 -2.74 4.50  0.01
C8 -7.16 -3.58 3.84  -0.53
C9 -6.29 -4.49 4.67  -0.01
O3 -7.14 -3.59 2.61  0.02
H17 -9.20 -2.79 6.21  0.08
H18 -7.93 -1.55 6.22  0.08
H19 -7.51 -3.25 6.47  0.07
H20 -8.55 -2.16 3.88  0.14
H21 -5.69 -5.09 4.00  0.08
H22 -5.62 -3.90 5.30  0.09
H23 -6.89 -5.15 5.29  0.09
C10 6.57 -0.10 -0.46  -0.08
N3 5.68 0.93 -0.95  0.01
C11 4.99 1.86 -0.24  -0.55
C12 5.15 1.85 1.26  -0.01
O4 4.27 2.67 -0.81  0.02
H24 7.56 0.04 -0.90  0.07
H25 6.20 -1.07 -0.77  0.08
H26 6.66 -0.07 0.62  0.07
H27 5.54 0.98 -1.95  0.12
H28 4.54 2.65 1.67  0.08
H29 4.82 0.90 1.68  0.08
H30 6.19 2.02 1.54  0.08
C13 8.11 -0.14 -6.77  -0.07
N4 7.29 -0.61 -5.67  0.01
C14 7.22 -0.12 -4.40  -0.54
C15 8.11 1.05 -4.06  0.00
O5 6.46 -0.63 -3.59  0.03
H31 7.48 0.17 -7.60  0.08
H32 8.76 -0.95 -7.11  0.08
H33 8.73 0.69 -6.46  0.07
H34 6.67 -1.38 -5.83  0.14
H35 7.95 1.32 -3.02  0.07
H36 9.16 0.78 -4.19  0.09
H37 7.88 1.91 -4.68  0.09

(5)
ORCA calculation (ωB97M-V/def2-TZVPD) on C15H38AuCl2P2 as an isolated structure in a non-equilibrium geometry.

* total charge: -1
* gap between HOMO and LUMO (alpha / beta): 4.36 / 6.83 eV
* HOMO (alpha / beta): -1.3 / -4.0 eV
* E_LUMO (alpha / beta): 3.10 / 2.83 eV
* multiplicity: 3
* expectation value of S²: 2.01

Each line ends with the Löwdin spin population.
Positions of all 58 atoms, in Å:
Au1 -0.17 0.04 0.42  0.74
Cl1 -0.31 -1.86 -1.17  0.22
Cl2 0.04 1.54 2.32  0.25
H1 1.07 -0.91 1.15  0.11
H2 -1.39 1.11 -0.19  0.09
P1 1.41 0.73 -1.41  0.14
C1 0.75 0.76 -3.14  0.02
C2 2.07 2.42 -1.09  0.02
C3 2.82 -0.47 -1.44  0.02
C4 -0.76 1.04 -3.15  0.01
H3 0.91 -0.28 -3.47  0.00
C5 1.50 1.69 -4.10  0.01
H4 1.24 2.74 -3.93  0.00
H5 1.18 1.44 -5.12  0.00
H6 2.59 1.58 -4.06  0.00
H7 -1.30 0.21 -2.69  0.00
H8 -1.09 1.16 -4.19  0.00
H9 -1.00 1.96 -2.60  0.00
H10 2.31 -1.39 -1.77  0.00
C6 3.43 -0.74 -0.05  0.02
C7 3.89 -0.11 -2.48  0.01
H11 3.51 -0.21 -3.50  0.00
H12 4.73 -0.81 -2.38  0.00
H13 4.28 0.91 -2.35  0.00
H14 2.79 -0.39 0.78  0.02
H15 4.42 -0.28 0.07  0.00
H16 3.53 -1.82 0.08  0.00
C8 0.90 3.41 -0.95  0.00
H17 2.68 2.67 -1.98  0.01
C9 2.96 2.48 0.15  0.00
H18 0.39 3.60 -1.91  0.00
H19 1.28 4.37 -0.56  0.00
H20 0.17 3.03 -0.22  0.00
H21 2.39 2.15 1.03  0.00
H22 3.28 3.52 0.32  0.00
H23 3.87 1.86 0.05  0.00
C10 -3.37 0.77 3.39  0.00
C11 -2.57 -0.52 3.48  0.04
P2 -1.86 -1.13 1.91  0.17
C12 -0.96 -2.70 2.33  0.02
C13 -1.65 -3.71 3.24  0.01
C14 -3.25 -1.48 0.76  0.02
C15 -4.41 -2.35 1.26  0.01
H24 -2.72 1.61 3.14  0.00
H25 -3.81 0.97 4.38  0.00
H26 -4.19 0.71 2.66  0.00
H27 -1.71 -0.37 4.14  0.00
H28 -3.17 -1.34 3.91  0.01
H29 -0.71 -3.15 1.35  0.00
H30 0.00 -2.38 2.77  0.01
H31 -2.51 -4.18 2.75  0.00
H32 -0.94 -4.49 3.49  0.00
H33 -1.99 -3.27 4.19  0.00
H34 -3.63 -0.49 0.42  0.01
H35 -2.80 -1.95 -0.14  0.00
H36 -4.87 -1.97 2.19  0.00
H37 -5.19 -2.36 0.49  0.00
H38 -4.08 -3.38 1.42  0.00

(6)
ORCA calculation (ωB97M-V/def2-TZVPD) on a 8-piece molecular cluster, C15H38Cl6O9 overall in a non-equilibrium geometry.

* gap between HOMO and LUMO: 9.72 eV
* HOMO: -9.6 eV
* E_LUMO: 0.07 eV

Each line ends with the Löwdin charge.
Positions of all 68 atoms, in Å:
C1 2.59 -10.76 1.99  -0.18
C2 2.04 -9.45 1.44  -0.20
C3 3.08 -8.39 1.60  -0.18
O1 4.06 -9.00 2.51  -0.15
C4 4.00 -10.46 2.38  -0.18
H1 2.43 -11.50 1.21  0.11
H2 1.88 -11.08 2.75  0.11
H3 1.10 -9.13 1.90  0.11
H4 1.69 -9.58 0.41  0.11
H5 2.63 -7.53 2.10  0.11
H6 3.51 -8.10 0.64  0.11
H7 4.22 -10.88 3.36  0.11
H8 4.83 -10.76 1.74  0.12
Cl1 -3.28 1.03 -5.89  0.48
C5 -2.04 -0.24 -5.65  -0.99
Cl2 -0.33 0.23 -5.30  0.47
H9 -2.36 -0.84 -4.79  0.02
H10 -2.12 -0.84 -6.55  0.02
Cl3 6.49 -2.38 -3.07  0.49
C6 5.61 -3.46 -4.19  -1.00
Cl4 3.97 -3.85 -3.57  0.46
H11 5.53 -2.98 -5.16  0.03
H12 5.97 -4.47 -4.36  0.02
Cl5 7.09 0.00 5.47  0.55
C7 7.32 0.71 3.93  -1.08
Cl6 6.17 0.26 2.63  0.49
H13 7.14 1.78 4.07  0.02
H14 8.36 0.56 3.66  0.03
O2 -2.60 6.64 2.09  -0.08
C8 -2.60 7.32 3.33  -0.24
C9 -2.14 8.76 3.21  -0.24
O3 -0.77 9.01 3.52  -0.07
H15 -3.02 7.20 1.43  0.08
H16 -3.65 7.38 3.62  0.11
H17 -2.06 6.76 4.10  0.13
H18 -2.71 9.27 3.99  0.12
H19 -2.34 9.27 2.27  0.12
H20 -0.12 8.50 3.03  0.08
O4 -0.17 -1.31 0.06  -0.11
C10 0.54 -0.07 0.39  -0.18
C11 -0.56 1.10 0.33  -0.19
O5 0.06 2.22 1.03  -0.10
H21 0.43 -2.06 0.04  0.07
H22 0.93 -0.18 1.40  0.11
H23 1.32 0.16 -0.34  0.11
H24 -1.35 0.88 1.04  0.11
H25 -0.92 1.19 -0.70  0.11
H26 -0.54 2.96 1.13  0.07
O6 -7.16 -1.91 -0.71  -0.07
C12 -5.74 -1.88 -0.47  -0.22
C13 -5.35 -2.81 0.73  -0.24
O7 -6.07 -2.41 1.86  -0.08
H27 -7.40 -1.49 -1.54  0.09
H28 -5.25 -2.32 -1.33  0.11
H29 -5.33 -0.88 -0.33  0.11
H30 -4.32 -2.62 1.05  0.12
H31 -5.54 -3.87 0.60  0.11
H32 -6.92 -2.06 1.57  0.07
O8 -1.69 9.32 -3.80  -0.06
C14 -0.58 8.75 -3.14  -0.25
C15 -0.66 7.20 -3.15  -0.20
O9 -2.05 6.90 -2.77  -0.09
H33 -2.35 8.62 -3.82  0.06
H34 0.39 9.05 -3.52  0.12
H35 -0.78 8.99 -2.10  0.11
H36 0.16 6.70 -2.63  0.11
H37 -0.50 6.89 -4.18  0.11
H38 -2.18 5.98 -2.53  0.08

Number 1: E -30059.564 eV. Number 2: E -50950.360 eV. Number 3: E -43355.934 eV. Number 4: E -48333.937 eV. Number 5: E -63486.717 eV. Number 6: E -109728.082 eV.